{
  "formula": "C24H43BrN2O28PS8",
  "method": "wB97M-V/def2-TZVPD",
  "energy_ev": -251890.73211,
  "e_homo_ev": -11.14,
  "gap_ev": 6.12,
  "charge": 1,
  "elements": ["C", "C", "C", "C", "C", "C", "P", "S", "N", "N", "C", "C", "C", "C", "Br", "H", "H", "H", "H", "H", "H", "H", "H", "H", "H", "H", "H", "H", "H", "H", "C", "C", "O", "S", "O", "O", "O", "H", "H", "H", "H", "C", "C", "O", "S", "O", "O", "O", "H", "H", "H", "H", "C", "C", "O", "S", "O", "O", "O", "H", "H", "H", "H", "C", "C", "O", "S", "O", "O", "O", "H", "H", "H", "H", "C", "C", "O", "S", "O", "O", "O", "H", "H", "H", "H", "C", "C", "O", "S", "O", "O", "O", "H", "H", "H", "H", "C", "C", "O", "S", "O", "O", "O", "H", "H", "H", "H"],
  "coordinates": [[-1.644440, -1.121479, 2.403595], [-0.959110, 0.046156, 2.570307], [-0.812684, 1.102597, 1.405272], [-0.183568, 2.386330, 1.964107], [1.280216, 2.593238, 1.951301], [1.657753, 3.855711, 2.566705], [3.522097, 4.225841, 2.672538], [4.352094, 4.353535, 0.929436], [0.851374, 4.803623, 3.076026], [-0.458546, 4.642664, 3.097215], [-0.909733, 3.511230, 2.595664], [-2.464843, 3.336996, 2.689172], [-3.169147, 3.355649, 1.270628], [-4.190415, 2.149773, 1.222851], [-5.764571, 2.492302, 2.341644], [-2.637655, -1.104289, 1.902006], [-1.159353, -2.069696, 2.727547], [-0.431484, 0.299351, 3.521868], [-1.747292, 1.254365, 0.824296], [-0.065536, 0.651376, 0.700570], [1.982356, 1.830481, 1.510050], [4.049006, 3.057874, 3.314977], [3.794744, 5.307281, 3.554545], [1.235899, 5.658148, 3.485581], [-2.912791, 4.168615, 3.286512], [-2.677908, 2.390597, 3.250275], [-2.381695, 3.141823, 0.506429], [-3.667150, 4.319722, 1.030838], [-3.660044, 1.279347, 1.688067], [-4.434890, 1.835679, 0.182128], [-0.988857, 7.295817, 5.744849], [-2.033389, 7.516027, 4.666992], [-3.182211, 7.995925, 5.362008], [-2.706241, 8.863225, 6.641666], [-2.729114, 10.236928, 6.287436], [-3.359240, 8.356238, 7.793642], [-1.163256, 8.373105, 6.660288], [-1.165357, 6.359459, 6.281501], [0.025201, 7.298079, 5.344946], [-2.267780, 6.603842, 4.122099], [-1.716924, 8.289553, 3.961311], [4.614484, 1.055073, -1.820761], [5.083396, -0.377428, -1.749870], [4.047671, -1.048125, -1.006501], [2.633956, -0.347612, -1.318105], [1.957472, -1.104523, -2.311156], [2.025360, -0.002055, -0.068034], [3.196662, 0.989678, -1.995600], [4.808642, 1.581729, -0.882084], [5.073588, 1.596701, -2.642064], [6.043518, -0.481555, -1.251318], [5.141409, -0.826554, -2.737434], [0.701373, -4.161977, -2.804591], [-0.623814, -3.887028, -2.124371], [-1.561467, -4.734556, -2.794300], [-0.814742, -6.086176, -3.264191], [-1.065860, -7.097590, -2.292405], [-1.056340, -6.273345, -4.648744], [0.703991, -5.565903, -3.068757], [0.770790, -3.635212, -3.759951], [1.549950, -3.890200, -2.179502], [-0.921975, -2.843115, -2.204762], [-0.597664, -4.174464, -1.072501], [-1.913957, -3.886141, -8.797951], [-0.762078, -2.956058, -8.466499], [-0.545501, -3.125909, -7.064489], [-0.898650, -4.654587, -6.654687], [0.311126, -5.397983, -6.620666], [-1.833328, -4.604593, -5.584895], [-1.695580, -5.052066, -8.002196], [-2.871935, -3.448585, -8.505985], [-1.942800, -4.147679, -9.854260], [-0.987102, -1.916509, -8.696851], [0.150571, -3.254702, -8.989290], [1.587163, -6.997515, 1.808101], [2.626715, -5.935810, 2.107793], [1.970858, -4.694284, 1.826118], [0.400399, -4.838538, 2.164238], [0.165659, -4.302625, 3.461433], [-0.341301, -4.425023, 1.023791], [0.348195, -6.442414, 2.262202], [1.505099, -7.181255, 0.734092], [1.794567, -7.935049, 2.320007], [3.521247, -6.045217, 1.498473], [2.904742, -5.939738, 3.164756], [-8.403980, -0.843734, 4.852781], [-7.120532, -0.694948, 5.645973], [-6.369773, -1.875539, 5.351907], [-6.693754, -2.348094, 3.842663], [-5.664974, -1.857364, 2.988683], [-7.080003, -3.712184, 3.872831], [-8.009482, -1.442702, 3.615746], [-9.102292, -1.519700, 5.351781], [-8.892181, 0.112541, 4.673841], [-7.299461, -0.610238, 6.715813], [-6.542174, 0.168170, 5.304786], [6.635538, 1.115812, -6.927018], [7.785069, 2.025397, -6.541579], [7.970402, 1.803116, -5.138872], [7.603717, 0.272690, -4.793482], [8.803208, -0.481919, -4.749400], [6.658400, 0.269163, -3.723115], [6.834087, -0.078254, -6.163114], [5.674131, 1.548628, -6.639733], [6.626078, 0.889507, -7.991310], [7.571289, 3.073336, -6.740130], [8.706644, 1.739751, -7.054204]],
  "forces_ev_per_angstrom": [[0.503, 0.984, 0.052], [-0.413, 0.001, -0.211], [0.163, 0.092, 0.844], [2.799, 1.563, 0.107], [-3.289, 1.245, 0.931], [2.103, -0.657, 0.048], [0.911, -1.208, -1.243], [-0.392, 0.290, 0.168], [0.459, -2.111, -0.981], [-0.118, -0.308, -0.148], [-2.498, -1.444, -0.471], [0.151, 0.909, 0.019], [-0.065, -1.348, 0.249], [1.415, -0.133, -0.120], [0.485, -0.093, -0.538], [1.292, -0.508, -0.647], [-1.262, 0.735, 0.840], [0.618, -0.861, -1.239], [0.597, 0.010, 0.570], [-0.583, 0.451, 0.658], [-0.610, 1.112, 0.554], [-0.694, 0.629, 0.337], [-0.706, -0.290, 0.075], [-0.318, -0.298, -0.176], [0.664, -0.682, -0.263], [0.195, 0.659, -0.623], [-0.767, 0.378, 0.302], [0.455, -0.630, 0.292], [-0.753, 0.637, -0.313], [-0.364, 0.565, 0.871], [-0.180, -0.509, 0.109], [0.249, 0.305, -0.395], [0.268, -0.172, 0.556], [-0.050, 0.047, -0.109], [0.038, -0.232, 0.250], [0.019, 0.175, -0.253], [-0.274, 0.187, -0.366], [0.022, -0.025, -0.063], [0.012, 0.252, 0.146], [-0.204, 0.041, 0.140], [0.057, -0.059, -0.013], [0.700, 0.479, 0.480], [-0.029, -0.169, -0.531], [-0.838, 0.512, 0.396], [1.220, -0.057, -0.188], [-0.403, 0.193, 0.427], [-0.167, -0.194, -0.276], [-0.474, -0.615, -0.002], [0.045, -0.001, -0.029], [-0.260, -0.049, -0.054], [-0.188, -0.117, 0.165], [-0.086, -0.047, 0.138], [0.010, 0.529, -0.352], [0.191, -0.046, 0.608], [0.392, -0.329, -0.442], [0.017, 0.014, 0.039], [0.116, 0.078, -0.247], [0.853, -2.918, 2.700], [-0.502, -0.169, 0.303], [0.042, 0.038, 0.050], [0.005, -0.220, -0.023], [-0.165, -0.120, -0.224], [0.043, 0.084, -0.138], [-0.376, 0.366, -0.005], [0.338, -0.191, -0.398], [-0.331, -0.212, 0.029], [-0.751, 0.517, -0.386], [-0.188, 0.249, -0.048], [-0.297, 2.415, -2.015], [0.608, 0.140, 0.149], [0.030, 0.027, -0.039], [0.058, -0.209, 0.115], [-0.005, -0.005, 0.256], [-0.060, 0.023, -0.067], [0.301, -0.209, -0.592], [0.186, -0.331, 0.538], [-0.613, -0.070, -0.277], [0.535, -0.826, 0.059], [-0.266, 0.141, -0.359], [0.053, 0.340, 0.452], [0.136, 0.737, 0.286], [0.012, -0.014, 0.034], [-0.231, 0.096, 0.120], [-0.127, 0.233, -0.113], [0.018, -0.043, -0.039], [-0.330, -0.136, 0.454], [0.078, 0.549, -0.150], [-0.384, -0.314, -0.339], [-0.250, 0.284, 0.262], [-0.201, -0.250, 0.003], [0.356, 0.177, -0.109], [0.661, 0.015, 0.052], [0.017, 0.047, 0.020], [0.077, -0.078, -0.234], [0.112, -0.253, -0.024], [-0.066, 0.026, 0.025], [-0.389, 0.478, -0.071], [0.342, -0.148, -0.561], [-0.613, -0.419, 0.315], [0.268, 0.327, -0.859], [-0.403, -0.081, 0.332], [0.723, 0.126, -0.375], [0.475, 0.113, 0.472], [0.026, 0.009, -0.043], [0.063, -0.237, 0.121], [0.002, -0.013, 0.289], [-0.051, 0.028, -0.026]],
  "mulliken_charge": [-0.68, -0.18, -0.02, 0.26, -0.18, 0.20, 0.08, -0.31, 0.26, -0.56, -0.11, -0.30, -0.74, -0.26, -0.17, 0.22, 0.15, 0.38, 0.24, -0.06, 0.41, 0.15, 0.15, 0.22, 0.40, 0.42, 0.33, 0.40, -0.07, 0.46, -0.24, -0.03, -0.32, 1.10, -0.52, -0.52, -0.34, 0.34, 0.19, 0.03, 0.31, -0.18, -0.20, -0.32, 1.05, -0.52, -0.51, -0.37, 0.14, 0.30, 0.38, 0.23, -0.28, 0.01, -0.32, 1.11, -0.60, -0.45, -0.35, 0.24, 0.32, 0.32, 0.09, -0.37, -0.37, -0.30, 1.28, -0.56, -0.51, -0.34, 0.29, 0.31, 0.29, 0.29, -0.33, -0.37, -0.28, 1.08, -0.61, -0.48, -0.31, 0.27, 0.31, 0.34, 0.28, -0.34, -0.24, -0.31, 1.05, -0.44, -0.54, -0.32, 0.30, 0.31, 0.31, 0.21, -0.28, -0.35, -0.32, 0.93, -0.56, -0.39, -0.32, 0.26, 0.32, 0.32, 0.30]
}